1.
Here is 8 unconnected molecules or ions with the total composition C7H28ClN14O11 at a distorted geometry from OMol25. Energies are from the ωB97M-V functional and the def2-TZVPD basis.

The spin multiplicity is 1. For the energy relative to the best compared isomer or geometry (same formula, charge and spin), the calculation gives 427.6 kJ/mol. The molar mass comes out at 519.8 g/mol. As for the total charge: -1. For the gap between HOMO and LUMO, the calculation gives 9.7 eV. The value obtained for the total energy is -63618.846 eV. For the HOMO energy, the calculation gives -7.519 eV.

Geometry as XYZ:
```
61
C7H28ClN14O11 (the ωB97M-V functional and the def2-TZVPD basis)
Cl -0.2601 0.5238 -0.0004
O -0.5535 0.7567 -1.4496
O 1.0361 -0.1573 0.1218
O -0.3368 1.8185 0.5376
O -1.2100 -0.4104 0.4943
C -0.2899 0.8324 4.6927
O -0.1834 0.7567 5.8492
N -0.3466 2.0084 4.1178
N -0.4398 -0.2359 3.9050
H -0.1849 1.9340 3.1237
H -0.4700 2.9312 4.5094
H -0.4967 -1.1412 4.3491
H -0.6828 -0.2251 2.9247
C 3.6569 2.6323 -2.2324
O 4.4975 1.8198 -2.0022
N 3.8958 3.6242 -2.9990
N 2.4073 2.4356 -1.8834
H 4.8947 3.6662 -3.1424
H 3.2667 4.3074 -3.3960
H 1.9869 1.6521 -1.4044
H 1.8025 3.2289 -2.0417
C -2.2236 -4.1235 2.0641
O -2.8054 -4.9495 2.7573
N -2.2734 -4.0111 0.7198
N -1.5315 -3.1993 2.5899
H -1.3682 -3.8119 0.3184
H -2.9240 -4.6233 0.2487
H -1.2649 -3.2365 3.5633
H -1.1706 -2.4972 1.9599
C -0.9772 0.8449 -5.0376
O -0.9092 0.6906 -6.2114
N -1.7820 0.2093 -4.2079
N -0.0688 1.5463 -4.3542
H -2.5483 -0.4031 -4.4487
H -1.6240 0.3608 -3.2219
H 0.6749 1.9422 -4.9112
H -0.1039 1.5988 -3.3462
C -4.7594 -0.3402 -1.0321
O -5.8309 0.1119 -1.5368
N -3.7620 -0.4813 -1.8135
N -4.4956 -0.6646 0.2037
H -2.8354 -0.7809 -1.5457
H -4.0076 -0.1035 -2.7174
H -3.5824 -1.0355 0.4241
H -5.2617 -0.6157 0.8600
C 1.7254 -3.6323 -0.6681
O 2.0501 -4.7325 -0.8996
N 1.1772 -2.9404 -1.5991
N 1.8745 -3.0734 0.4641
H 0.6467 -2.2124 -1.1423
H 0.8710 -3.2449 -2.5121
H 2.2106 -3.6709 1.2058
H 1.5073 -2.1374 0.5599
C 3.1399 2.9109 2.5114
O 3.7969 3.8694 2.5705
N 1.9338 2.9544 2.0668
N 3.6710 1.8374 2.9211
H 1.5777 3.8596 1.7948
H 1.4711 2.1875 1.6000
H 4.6697 1.8487 2.7711
H 3.1222 0.9903 2.9569
```

In the natural (NBO) picture, each atom carries the following charge in e: atom 1 (Cl): 2.544, atom 2 (O): -0.923, atom 3 (O): -0.867, atom 4 (O): -0.823, atom 5 (O): -0.885, atom 6 (C): 0.755, atom 7 (O): -0.657, atom 8 (N): -0.832, atom 9 (N): -0.859, atom 10 (H): 0.379, atom 11 (H): 0.416, atom 12 (H): 0.394, atom 13 (H): 0.394, atom 14 (C): 0.742, atom 15 (O): -0.677, atom 16 (N): -0.830, atom 17 (N): -0.829, atom 18 (H): 0.409, atom 19 (H): 0.392, atom 20 (H): 0.425, atom 21 (H): 0.364, atom 22 (C): 0.747, atom 23 (O): -0.675, atom 24 (N): -0.861, atom 25 (N): -0.809, atom 26 (H): 0.392, atom 27 (H): 0.407, atom 28 (H): 0.405, atom 29 (H): 0.394, atom 30 (C): 0.760, atom 31 (O): -0.670, atom 32 (N): -0.851, atom 33 (N): -0.855, atom 34 (H): 0.397, atom 35 (H): 0.401, atom 36 (H): 0.400, atom 37 (H): 0.408, atom 38 (C): 0.746, atom 39 (O): -0.728, atom 40 (N): -0.826, atom 41 (N): -0.819, atom 42 (H): 0.399, atom 43 (H): 0.410, atom 44 (H): 0.407, atom 45 (H): 0.407, atom 46 (C): 0.729, atom 47 (O): -0.687, atom 48 (N): -0.815, atom 49 (N): -0.833, atom 50 (H): 0.366, atom 51 (H): 0.412, atom 52 (H): 0.411, atom 53 (H): 0.406, atom 54 (C): 0.732, atom 55 (O): -0.686, atom 56 (N): -0.831, atom 57 (N): -0.808, atom 58 (H): 0.399, atom 59 (H): 0.395, atom 60 (H): 0.411, atom 61 (H): 0.380


2.
Here is a molecular structure, C37H39N4O4PSn from OMol25. Energies are from the ωB97M-V functional and the def2-TZVPD basis.

The spin multiplicity is 1. For the energy relative to the best compared isomer or geometry (same formula, charge and spin), the calculation gives 32.6 kJ/mol. The molar mass comes out at 753.4 g/mol. As for the total charge: +2. For the gap between HOMO and LUMO, the calculation gives 7.8 eV. The value obtained for the total energy is -68260.689 eV. For the HOMO energy, the calculation gives -13.203 eV.

Geometry as XYZ:
```
86
C37H39N4O4PSn (the ωB97M-V functional and the def2-TZVPD basis)
Sn 0.4805 -1.1838 -0.2692
O -1.8960 -0.7951 3.2078
C -0.8310 -1.1699 2.7600
O -0.6339 -1.4732 1.5006
C 0.3446 -1.3684 3.6754
C 0.1354 -2.0007 4.8974
C 1.1710 -2.1370 5.8041
C 2.4234 -1.6088 5.5149
C 2.6395 -0.9670 4.3097
C 1.6087 -0.8533 3.3744
P 1.9926 0.0258 1.8179
C 3.5987 -0.7155 1.3553
C 3.5524 -2.0975 1.1344
C 4.6691 -2.7755 0.6769
C 5.8466 -2.0807 0.4321
C 5.9079 -0.7181 0.6773
C 4.7896 -0.0324 1.1342
C 2.2614 1.7479 2.3620
C 1.7085 2.2002 3.5617
C 1.8220 3.5354 3.9239
C 2.4780 4.4344 3.0942
C 3.0044 3.9973 1.8865
C 2.8841 2.6672 1.5143
H -0.8501 -2.3850 5.1254
H 1.0022 -2.6497 6.7415
H 3.2296 -1.6952 6.2312
H 3.6147 -0.5507 4.0855
H 2.6546 -2.6534 1.3907
H 4.6297 -3.8458 0.5239
H 6.7175 -2.6062 0.0642
H 6.8371 -0.1852 0.5229
H 4.8662 1.0258 1.3459
H 1.2023 1.5076 4.2218
H 1.4173 3.8676 4.8716
H 2.5877 5.4688 3.3922
H 3.5186 4.6934 1.2359
H 3.2778 2.3465 0.5580
O 1.0911 3.7338 -5.7394
C 2.2324 3.3646 -5.0008
C 1.8201 2.4518 -3.8849
C 2.7092 2.1015 -2.8739
C 2.2770 1.2357 -1.8898
N 1.0458 0.7289 -1.8533
C 0.1810 1.0510 -2.8225
C 0.5394 1.9133 -3.8487
C -1.1597 0.4209 -2.7288
C -2.1506 0.5917 -3.6884
C -3.3764 -0.0454 -3.5390
C -4.4850 0.1017 -4.5580
O -4.9695 -1.1484 -4.9855
C -3.5702 -0.8541 -2.4228
C -2.5410 -0.9774 -1.5115
N -1.3697 -0.3543 -1.6604
H 1.3558 4.2818 -6.4837
H 2.7394 4.2398 -4.5793
H 2.9598 2.8334 -5.6267
H 3.7215 2.4847 -2.8597
H 2.9429 0.9142 -1.0948
H -0.1441 2.1868 -4.6381
H -1.9805 1.2034 -4.5637
H -4.1547 0.7328 -5.3875
H -5.3273 0.6013 -4.0745
H -4.4146 -1.5071 -5.6851
H -4.4993 -1.3927 -2.2933
H -2.6458 -1.5882 -0.6202
C -0.7487 4.4237 1.1994
C -0.2889 3.2257 0.3284
N -1.3053 2.1779 0.3327
C -1.5823 1.7724 1.7075
C -2.2095 2.9408 2.5034
N -2.1610 4.1522 1.6214
C -3.0300 3.9438 0.4193
C -2.5261 2.6632 -0.2984
H -0.7306 5.3614 0.6467
H -0.1434 4.5324 2.0984
H 0.6389 2.8123 0.7231
H -0.1102 3.5413 -0.7007
H -0.6427 1.4657 2.1654
H -2.2362 0.9049 1.7180
H -1.6593 3.1560 3.4178
H -3.2487 2.7489 2.7643
H -2.5081 4.9550 2.1427
H -2.9522 4.8290 -0.2096
H -4.0608 3.8453 0.7537
H -2.3236 2.8756 -1.3486
H -3.2766 1.8745 -0.2486
```

In the Löwdin picture, each atom carries the following charge in e: atom 1 (Sn): 1.312, atom 2 (O): 0.081, atom 3 (C): -0.610, atom 4 (O): -0.333, atom 5 (C): -0.138, atom 6 (C): 0.003, atom 7 (C): -0.035, atom 8 (C): -0.045, atom 9 (C): -0.075, atom 10 (C): -0.316, atom 11 (P): 1.016, atom 12 (C): -0.397, atom 13 (C): -0.138, atom 14 (C): -0.053, atom 15 (C): -0.055, atom 16 (C): -0.059, atom 17 (C): -0.088, atom 18 (C): -0.357, atom 19 (C): -0.081, atom 20 (C): -0.070, atom 21 (C): -0.074, atom 22 (C): -0.063, atom 23 (C): -0.131, atom 24 (H): 0.130, atom 25 (H): 0.119, atom 26 (H): 0.117, atom 27 (H): 0.119, atom 28 (H): 0.093, atom 29 (H): 0.118, atom 30 (H): 0.116, atom 31 (H): 0.115, atom 32 (H): 0.094, atom 33 (H): 0.112, atom 34 (H): 0.117, atom 35 (H): 0.117, atom 36 (H): 0.117, atom 37 (H): 0.086, atom 38 (O): -0.044, atom 39 (C): -0.198, atom 40 (C): -0.153, atom 41 (C): 0.019, atom 42 (C): -0.124, atom 43 (N): -0.016, atom 44 (C): -0.203, atom 45 (C): 0.068, atom 46 (C): -0.215, atom 47 (C): 0.058, atom 48 (C): -0.153, atom 49 (C): -0.204, atom 50 (O): -0.023, atom 51 (C): 0.029, atom 52 (C): -0.105, atom 53 (N): -0.031, atom 54 (H): 0.108, atom 55 (H): 0.137, atom 56 (H): 0.145, atom 57 (H): 0.132, atom 58 (H): 0.093, atom 59 (H): 0.116, atom 60 (H): 0.122, atom 61 (H): 0.128, atom 62 (H): 0.138, atom 63 (H): 0.106, atom 64 (H): 0.136, atom 65 (H): 0.119, atom 66 (C): -0.042, atom 67 (C): -0.124, atom 68 (N): -0.143, atom 69 (C): -0.134, atom 70 (C): -0.032, atom 71 (N): -0.080, atom 72 (C): -0.047, atom 73 (C): -0.130, atom 74 (H): 0.139, atom 75 (H): 0.116, atom 76 (H): 0.086, atom 77 (H): 0.130, atom 78 (H): 0.096, atom 79 (H): 0.114, atom 80 (H): 0.137, atom 81 (H): 0.143, atom 82 (H): 0.194, atom 83 (H): 0.138, atom 84 (H): 0.139, atom 85 (H): 0.124, atom 86 (H): 0.130